1.
Entry from OMol25: a cluster of 7 separate species, C22H26Cl24F3NO3 in total (the ωB97M-V functional and the def2-TZVPD basis).

The calculation puts the energy at -12478.38719 a.u. The orbital gap comes out at 8.525 eV. As for the molar mass: 1260.3 u. Its SMILES is COC[C@]1(CCCCCN)C(=O)O[C@@H](CCC(F)=C(F)F)[C@@H]1C.ClC(Cl)(Cl)Cl.ClC(Cl)(Cl)Cl.ClC(Cl)(Cl)Cl.ClC(Cl)(Cl)Cl.ClC(Cl)(Cl)Cl.ClC(Cl)(Cl)Cl.

```
79
C22H26Cl24F3NO3 | OMol25 | the ωB97M-V functional and the def2-TZVPD basis
C 2.56 3.37 2.55
O 1.63 2.33 2.78
C 1.51 1.39 1.73
C 0.19 1.49 0.95
C 0.45 1.31 -0.58
C 1.29 2.36 -1.31
C 0.60 3.73 -1.52
C 0.92 4.36 -2.89
C 1.25 5.85 -2.80
N 0.09 6.73 -2.64
C -0.59 2.76 1.30
O -0.22 3.90 1.29
O -1.86 2.47 1.65
C -2.20 1.13 1.33
C -3.06 0.96 0.07
C -3.82 2.22 -0.40
C -4.62 2.98 0.62
F -4.10 4.17 1.01
C -5.82 2.63 1.12
F -6.06 1.47 1.70
F -6.92 3.37 1.12
C -0.86 0.39 1.32
C -0.63 -0.32 2.67
H 2.11 4.18 1.97
H 2.88 3.77 3.51
H 3.45 3.01 2.02
H 1.60 0.40 2.20
H 2.36 1.47 1.04
H 0.99 0.36 -0.64
H -0.49 1.20 -1.10
H 2.25 2.54 -0.81
H 1.55 1.96 -2.29
H 0.97 4.41 -0.75
H -0.47 3.62 -1.36
H 1.76 3.82 -3.33
H 0.05 4.20 -3.54
H 1.93 6.00 -1.96
H 1.73 6.15 -3.73
H -0.51 6.65 -3.45
H -0.48 6.44 -1.84
H -2.80 0.74 2.16
H -3.78 0.15 0.22
H -2.43 0.64 -0.76
H -4.52 1.89 -1.17
H -3.14 2.94 -0.86
H -0.83 -0.42 0.59
H -0.24 0.39 3.41
H 0.14 -1.08 2.55
H -1.54 -0.79 3.03
C 5.40 0.62 -1.14
Cl 5.44 1.04 -2.85
Cl 6.71 -0.50 -0.76
Cl 5.57 2.08 -0.17
Cl 3.84 -0.14 -0.77
C 9.27 -3.74 0.02
Cl 10.33 -4.09 1.40
Cl 9.74 -4.74 -1.35
Cl 7.60 -4.09 0.46
Cl 9.42 -2.04 -0.42
C -5.62 -2.08 3.15
Cl -7.24 -2.62 2.73
Cl -4.66 -1.91 1.67
Cl -5.69 -0.51 3.95
Cl -4.86 -3.25 4.22
C -2.39 -5.28 0.13
Cl -1.33 -4.14 -0.68
Cl -3.92 -5.37 -0.76
Cl -1.63 -6.88 0.22
Cl -2.72 -4.71 1.77
C 2.90 -5.36 0.05
Cl 3.85 -6.31 1.18
Cl 3.48 -5.63 -1.59
Cl 1.20 -5.83 0.15
Cl 3.06 -3.64 0.45
C -3.93 -9.46 -3.26
Cl -5.59 -9.87 -3.69
Cl -3.00 -9.15 -4.74
Cl -3.91 -8.01 -2.25
Cl -3.19 -10.80 -2.38
```


2.
Entry from OMol25: a structure of composition C22H26ClIrNPSn (the ωB97M-V functional and the def2-TZVPD basis).

Its charge is -2. The calculation puts the energy at -2028.55166 a.u. The orbital gap (spin up / spin down) comes out at 2.469 / 4.274 eV. As for the molar mass: 681.8 u. Its relative energy (zero: lowest compared OMol25 entry of this formula, charge and spin) is 0.0 kcal/mol. As for the spin multiplicity: 5.

```
53
C22H26ClIrNPSn | OMol25 | the ωB97M-V functional and the def2-TZVPD basis
Ir 0.85 0.11 -6.01
Cl 1.53 0.95 -3.96
C -0.51 -0.20 -7.39
C 2.44 -0.81 -6.77
H -0.12 -0.95 -8.11
H -1.43 -0.57 -6.90
H -0.72 0.76 -7.92
H 2.10 -1.41 -7.64
H 2.89 -1.46 -5.99
H 3.19 -0.05 -7.10
Sn 0.33 -0.13 -1.99
C -1.46 1.01 -2.46
C -0.23 -2.10 -1.88
H -1.88 0.57 -3.38
H -2.15 0.97 -1.60
H -1.13 2.05 -2.68
H 0.51 -2.90 -1.77
H -1.30 -2.32 -1.85
N 0.98 0.44 -0.15
P 0.28 0.29 1.25
C -0.68 1.71 1.81
C -0.18 2.65 2.73
C -0.85 3.85 2.92
C -2.02 4.13 2.20
C -2.53 3.19 1.29
C -1.88 1.96 1.13
C -0.72 -1.17 1.62
C -2.11 -1.16 1.78
C -2.79 -2.36 1.89
C -2.08 -3.57 1.93
C -0.68 -3.58 1.87
C 0.00 -2.37 1.76
C 1.45 0.15 2.62
C 1.09 0.00 3.97
C 2.09 -0.16 4.93
C 3.44 -0.16 4.54
C 3.79 0.00 3.19
C 2.79 0.17 2.23
H 0.70 2.43 3.32
H -0.47 4.56 3.64
H -2.56 5.07 2.36
H -3.44 3.39 0.72
H -2.33 1.19 0.49
H -2.65 -0.22 1.92
H -3.87 -2.34 2.04
H -2.62 -4.51 2.09
H -0.12 -4.51 1.94
H 1.10 -2.34 1.79
H 0.05 0.03 4.29
H 1.84 -0.27 5.99
H 4.23 -0.29 5.28
H 4.82 -0.02 2.85
H 3.02 0.32 1.17
```


3.
Entry from OMol25: a structure of composition C22H26ClMnN4O3S (the ωB97M-V functional and the def2-TZVPD basis).

Its charge is +1. The calculation puts the energy at -3307.90149 a.u. The orbital gap (spin up / spin down) comes out at 8.413 / 7.572 eV. As for the molar mass: 516.9 u. Its relative energy (zero: lowest compared OMol25 entry of this formula, charge and spin) is 4.0 kcal/mol. As for the spin multiplicity: 4.

```
58
C22H26ClMnN4O3S | OMol25 | the ωB97M-V functional and the def2-TZVPD basis
Mn 0.44 -1.31 -0.43
N -0.36 -3.46 2.03
C -0.69 -2.16 2.18
S 0.56 -1.00 2.00
N -1.95 -1.92 2.51
C -2.70 -0.71 2.63
C -2.17 0.52 3.00
C -3.01 1.63 3.09
C -4.36 1.52 2.83
C -4.89 0.28 2.48
C -4.07 -0.82 2.38
H 0.56 -3.66 1.68
H -1.07 -4.16 1.90
H -2.56 -2.73 2.49
H -1.13 0.62 3.23
H -2.59 2.58 3.38
H -5.01 2.38 2.91
H -5.95 0.18 2.29
H -4.49 -1.79 2.11
C 4.88 -3.59 -0.57
N 4.33 -2.24 -0.72
C 5.12 -1.16 -0.94
C 4.60 0.08 -1.05
C 3.19 0.22 -0.94
O 2.69 1.42 -1.01
N 2.42 -0.84 -0.76
C 2.97 -2.09 -0.63
O 2.20 -3.04 -0.43
H 5.96 -3.53 -0.66
H 4.48 -4.24 -1.34
H 4.61 -3.99 0.41
H 6.18 -1.35 -1.00
H 5.21 0.96 -1.22
C -2.22 -0.35 -2.28
C -1.59 -1.63 -1.73
C -2.46 -2.84 -2.03
O -1.34 -1.52 -0.37
H -2.47 -0.45 -3.34
H -1.55 0.50 -2.16
H -3.13 -0.15 -1.72
H -0.58 -1.77 -2.26
H -3.42 -2.69 -1.55
H -2.01 -3.75 -1.64
H -2.62 -2.96 -3.10
Cl 1.45 3.16 -3.50
C 1.01 3.87 -1.98
C 0.70 5.22 -1.93
C 0.37 5.80 -0.72
C 0.35 5.04 0.44
C 0.64 3.69 0.38
C 0.97 3.08 -0.83
C 1.26 1.62 -0.90
H 0.72 5.80 -2.84
H 0.12 6.85 -0.68
H 0.09 5.49 1.39
H 0.61 3.09 1.28
H 0.89 1.13 0.01
H 0.79 1.19 -1.78
```


4.
Entry from OMol25: a structure of composition C22H26F2IrN3Si2 (the ωB97M-V functional and the def2-TZVPD basis).

The calculation puts the energy at -1901.25527 a.u. The orbital gap comes out at 5.992 eV. As for the molar mass: 618.9 u. Its relative energy (zero: lowest compared OMol25 entry of this formula, charge and spin) is 0.0 kcal/mol.

```
56
C22H26F2IrN3Si2 | OMol25 | the ωB97M-V functional and the def2-TZVPD basis
Ir -0.03 0.14 0.33
C 3.22 -0.71 1.48
Si 2.35 0.11 0.01
C 3.00 -0.65 -1.60
C 3.03 1.88 -0.01
C 4.40 2.16 -0.01
C 4.85 3.47 0.02
C 3.94 4.52 0.02
C 2.58 4.25 0.00
C 2.12 2.93 0.00
Si 0.28 2.49 0.01
C -0.39 3.47 1.51
C -0.33 3.25 -1.63
H 4.31 -0.69 1.33
H 2.92 -1.75 1.64
H 2.99 -0.15 2.38
H 4.09 -0.55 -1.60
H 2.62 -0.11 -2.47
H 2.77 -1.71 -1.73
H 5.13 1.36 -0.04
H 5.91 3.69 0.04
H 4.28 5.55 0.05
H 1.87 5.07 -0.02
H -0.51 4.53 1.28
H 0.33 3.37 2.32
H -1.35 3.09 1.87
H -0.43 4.34 -1.52
H -1.29 2.87 -1.98
H 0.40 3.06 -2.41
C -5.59 2.49 0.04
C -4.30 2.99 -0.01
C -3.22 2.13 -0.07
C -3.40 0.76 -0.07
C -4.71 0.25 -0.03
C -5.78 1.11 0.03
N -2.26 -0.11 -0.11
N -2.57 -1.31 -0.13
C -1.58 -2.31 -0.10
C -2.04 -3.62 -0.05
C -1.13 -4.65 0.01
C 0.22 -4.35 0.01
C 0.60 -3.02 -0.05
N -0.27 -2.01 -0.10
H -6.44 3.16 0.09
H -4.13 4.06 -0.01
H -2.22 2.53 -0.11
H -4.85 -0.82 -0.03
H -6.79 0.71 0.07
H -3.11 -3.78 -0.04
H -1.46 -5.68 0.06
H 0.97 -5.12 0.06
H 1.65 -2.74 -0.06
F 0.21 -1.35 2.65
C -0.17 -0.06 2.31
F 0.68 0.76 2.99
H -1.17 0.10 2.73
```